Below is 14 unconnected molecules or ions with the total composition C56H154N14O14, with properties calculated with wB97M-V/def2-TZVPD.

XYZ file:
```
238
Properties=species:S:1:pos:R:3:forces:R:3
C 2.7680 -11.1486 -16.2179 0.4 -1.1 0.1
C 1.9317 -12.0094 -15.2302 -0.8 0.2 -0.8
C 2.7306 -12.8665 -14.2843 1.6 0.3 1.2
O 1.9784 -13.6213 -13.3617 -1.3 -0.9 -0.8
C 1.6283 -14.9178 -13.8465 0.0 -0.4 0.4
N 1.0946 -11.0984 -14.4851 0.1 0.7 0.6
H 2.2490 -10.4749 -16.8998 -0.6 -0.3 0.4
H 3.3686 -11.7976 -16.8553 0.2 -0.1 0.0
H 3.4670 -10.5159 -15.6711 0.1 0.0 0.3
H 1.2009 -12.6777 -15.6857 0.3 -0.1 -0.9
H 3.2910 -12.2381 -13.5920 0.2 0.7 -0.2
H 3.5229 -13.4872 -14.7028 -0.2 -0.3 -0.7
H 1.1699 -15.4826 -13.0346 0.6 0.0 0.4
H 2.5267 -15.3914 -14.2421 0.1 -0.3 0.2
H 0.8655 -15.0682 -14.6105 -0.2 1.1 -0.5
H 1.7839 -10.5400 -14.0023 -0.1 0.8 0.3
H 0.6499 -11.5934 -13.7253 -0.3 -0.3 0.1
C -5.5006 -17.4293 -24.5447 -1.5 -0.9 0.9
C -5.2331 -16.2432 -25.3904 0.0 0.5 -0.6
C -5.8994 -14.9134 -24.8841 -0.5 -1.9 -0.3
O -7.3172 -15.0718 -24.9689 -0.6 -0.2 -0.3
C -7.9044 -14.6695 -26.2296 0.7 0.6 1.9
N -3.8059 -16.1650 -25.5044 1.2 1.5 0.2
H -6.5726 -17.5272 -24.3729 -0.1 -0.5 -0.1
H -5.0576 -17.3974 -23.5494 0.2 0.5 0.1
H -5.0538 -18.3172 -24.9921 -0.4 -0.1 -0.2
H -5.5708 -16.4368 -26.4085 -0.5 0.1 -0.1
H -5.5157 -14.0649 -25.4506 0.0 0.2 0.1
H -5.7597 -14.8381 -23.8058 0.5 0.4 0.0
H -7.3008 -15.1198 -27.0177 -0.5 0.4 -0.5
H -7.9083 -13.5844 -26.1267 0.5 0.3 -1.1
H -8.9748 -14.8743 -26.2452 0.2 -0.9 0.0
H -3.4174 -16.9794 -25.9583 -0.1 -0.1 -0.1
H -3.5121 -16.2190 -24.5396 0.8 0.1 0.1
C 1.8133 -22.7444 -7.4735 -0.7 -0.2 0.1
C 1.6181 -21.3318 -8.0286 -1.1 -0.1 -0.3
C 0.2899 -20.6474 -7.5170 0.7 -0.9 0.6
O -0.9023 -21.3621 -7.7062 -0.8 -0.5 -1.0
C -1.3478 -21.4212 -9.0754 1.5 0.0 0.4
N 2.7154 -20.5610 -7.5399 1.0 0.7 0.8
H 1.0435 -23.4604 -7.7615 -0.3 0.3 0.0
H 1.8027 -22.6543 -6.3873 0.1 -0.2 0.1
H 2.7358 -23.2425 -7.7718 0.3 0.5 -0.1
H 1.6566 -21.3233 -9.1179 -0.5 -0.3 -0.3
H 0.1824 -19.6136 -7.8451 0.2 0.2 -0.5
H 0.3681 -20.5925 -6.4312 0.3 0.0 0.1
H -0.5999 -21.9472 -9.6688 0.1 -0.3 -0.1
H -1.3413 -20.4138 -9.4917 -0.7 0.2 0.0
H -2.2718 -21.9867 -9.1964 -0.1 0.5 0.5
H 2.7733 -19.6205 -7.9034 -0.2 0.0 -0.1
H 3.5794 -21.0300 -7.7715 0.2 0.1 0.1
C 2.0732 -10.4198 -23.0594 -1.2 0.7 0.0
C 1.9971 -11.8795 -22.6647 -0.3 0.2 -0.7
C 0.6918 -12.3283 -22.0121 0.2 0.2 1.3
O 0.5420 -13.7499 -21.8609 0.4 -0.1 0.0
C 1.5126 -14.4746 -21.0642 -0.8 0.5 -0.6
N 2.1546 -12.6867 -23.8554 0.7 -1.4 -0.4
H 1.3925 -10.2719 -23.8978 0.0 0.1 -0.2
H 3.0416 -10.0156 -23.3543 0.1 -0.6 0.1
H 1.6915 -9.7652 -22.2759 0.0 0.0 0.3
H 2.8125 -12.0044 -21.9522 0.2 -0.7 -0.1
H -0.2018 -12.0161 -22.5526 0.1 0.0 -0.3
H 0.6639 -11.8367 -21.0396 -0.3 -0.1 0.5
H 2.2753 -14.9474 -21.6830 0.4 0.5 -0.2
H 1.0087 -15.3350 -20.6238 -0.3 0.3 0.3
H 1.9166 -13.8115 -20.2993 0.2 -0.2 0.1
H 1.4087 -12.5629 -24.5250 -0.2 1.3 -0.4
H 1.8066 -13.5932 -23.5773 0.7 -0.9 0.3
C -10.4461 -17.0937 -18.0230 -0.7 0.2 -0.5
C -10.3708 -17.0247 -16.5176 -0.9 -0.2 0.1
C -11.6987 -17.5015 -15.8702 0.3 0.2 -0.3
O -12.7135 -16.6287 -16.2744 -1.0 0.4 -0.4
C -13.9853 -16.7502 -15.6259 0.3 0.7 -0.8
N -9.3095 -17.9170 -16.1306 0.0 -0.2 0.7
H -9.4959 -17.1974 -18.5468 0.3 0.5 0.4
H -10.9816 -16.2118 -18.3746 -0.1 -0.2 -0.4
H -10.9484 -18.0155 -18.3164 -0.4 0.1 0.0
H -10.2382 -15.9982 -16.1759 0.2 0.3 0.0
H -11.7376 -17.5133 -14.7809 0.8 -0.1 0.3
H -11.8355 -18.5226 -16.2264 -0.4 -0.3 -0.1
H -14.1024 -16.0671 -14.7846 0.6 -0.4 0.7
H -14.2405 -17.7869 -15.4064 0.0 0.1 0.1
H -14.7211 -16.2958 -16.2894 0.0 -0.5 -0.5
H -8.4533 -17.4034 -16.2825 0.4 -0.3 0.2
H -9.4410 -18.0857 -15.1435 0.7 -0.2 0.3
C -1.2623 -31.8480 -16.0611 -0.1 -0.6 -1.2
C 0.1044 -31.8418 -16.7846 -0.7 1.6 1.0
C 0.5448 -30.3533 -16.8905 0.3 -2.1 -1.5
O -0.1417 -29.8867 -18.0519 -0.1 0.6 1.0
C 0.2621 -28.5956 -18.3980 0.1 0.6 -0.7
N 1.0842 -32.5467 -16.0055 0.4 -0.5 0.3
H -1.2218 -31.8623 -14.9719 0.4 0.5 0.0
H -1.7565 -32.7908 -16.2958 -0.4 0.1 -0.2
H -1.8261 -31.0022 -16.4544 -0.4 -0.2 0.3
H 0.0044 -32.2543 -17.7886 0.1 0.1 0.0
H 1.6124 -30.3211 -17.1081 0.2 0.0 0.1
H 0.3855 -29.8769 -15.9232 -0.5 0.7 -0.2
H -0.1734 -28.3170 -19.3576 -0.3 -0.2 0.0
H 1.3391 -28.5238 -18.5493 0.3 -0.2 0.2
H -0.0194 -27.8272 -17.6779 -0.1 0.0 0.3
H 0.8156 -33.5201 -15.9815 0.2 -0.4 -0.2
H 0.8560 -32.2584 -15.0648 0.6 0.1 0.5
C -0.0635 -32.0728 -9.3916 -0.2 0.1 -0.7
C 0.1347 -30.8886 -8.4630 -1.2 -0.6 -1.4
C -0.6605 -29.6305 -9.0223 0.1 -0.2 1.7
O -0.6569 -29.4414 -10.4070 0.7 -0.1 -0.7
C -0.8818 -28.0997 -10.8127 -0.3 -0.1 0.7
N -0.3953 -31.2574 -7.1386 0.6 0.9 -0.1
H 0.1485 -31.7925 -10.4234 0.0 0.0 0.0
H -1.1092 -32.3790 -9.3643 -0.1 -0.1 0.0
H 0.5526 -32.9420 -9.1611 0.1 0.1 0.3
H 1.2078 -30.7210 -8.3714 0.1 0.6 -0.3
H -0.2962 -28.7900 -8.4316 0.7 0.6 -0.4
H -1.6854 -29.6209 -8.6513 -0.4 -0.9 -0.1
H -0.9417 -27.9898 -11.8955 0.3 -0.5 0.1
H -0.1091 -27.4561 -10.3923 0.2 0.2 -0.2
H -1.8383 -27.7459 -10.4282 -0.2 0.1 0.2
H 0.2856 -30.8127 -6.5397 -0.4 0.0 0.9
H -0.2471 -32.2469 -7.0010 -0.1 -0.2 0.0
C -5.2341 -7.4011 -12.3315 -0.7 -0.7 0.2
C -4.2739 -8.4759 -11.8355 0.2 -0.1 -0.9
C -4.4043 -9.8564 -12.5738 -0.2 1.9 0.6
O -3.4705 -10.7361 -12.0065 0.0 0.3 -0.1
C -3.6192 -12.0284 -12.5303 -0.5 0.0 0.5
N -2.9555 -7.8813 -12.0251 0.9 -0.6 -0.1
H -5.0913 -6.4795 -11.7672 0.0 -0.1 0.0
H -6.2682 -7.7315 -12.2341 -0.1 0.1 0.1
H -5.0696 -7.2007 -13.3902 0.1 0.0 -0.1
H -4.3850 -8.6577 -10.7666 -0.2 0.0 0.0
H -4.2421 -9.6684 -13.6351 0.4 -0.1 -0.4
H -5.4284 -10.2259 -12.5195 -0.2 -0.3 0.4
H -3.2727 -12.0901 -13.5620 0.2 -0.2 -0.1
H -4.6850 -12.2546 -12.5018 -0.2 -0.4 -0.2
H -3.1277 -12.7209 -11.8470 0.3 0.0 -0.3
H -2.2840 -8.6321 -12.0991 0.4 -0.3 0.7
H -2.8583 -7.5068 -12.9581 -0.5 0.5 -0.3
C -6.8711 -23.9447 -19.2835 0.8 0.1 0.3
C -5.7032 -24.9512 -19.1307 -0.5 1.1 0.7
C -5.8635 -25.8707 -17.9255 -0.4 0.8 1.3
O -5.9637 -25.1232 -16.6507 0.5 -0.6 -1.0
C -6.5078 -25.9132 -15.5932 -0.6 0.0 -1.1
N -5.6796 -25.6787 -20.3622 -0.4 -1.2 -0.7
H -6.7083 -23.3908 -20.2081 -0.1 0.0 0.0
H -6.9692 -23.2391 -18.4585 0.2 -0.1 0.0
H -7.8253 -24.4663 -19.3568 0.0 -0.2 -0.1
H -4.7243 -24.4726 -19.1015 -0.1 0.5 0.5
H -5.0360 -26.5799 -17.9108 0.3 0.0 0.3
H -6.7706 -26.4599 -18.0603 -0.3 -0.1 0.0
H -5.9273 -26.8214 -15.4313 0.1 0.0 0.2
H -7.5181 -26.1749 -15.9075 -0.2 -0.5 0.1
H -6.6569 -25.3613 -14.6652 0.6 0.3 -0.2
H -5.1545 -26.5361 -20.2658 0.6 -0.1 0.0
H -6.6166 -26.0297 -20.4993 -0.4 0.0 -0.4
C 0.2889 -21.8792 -21.8987 0.2 -0.6 0.7
C 1.5692 -21.1026 -22.1180 0.4 -0.2 -0.6
C 2.7320 -21.4603 -21.2310 -0.8 0.3 2.2
O 2.4461 -21.1158 -19.8541 -0.6 1.3 -1.8
C 3.3684 -21.5238 -18.9332 0.6 -1.8 1.0
N 2.0430 -21.4384 -23.4335 0.0 0.4 -2.0
H -0.0788 -21.8356 -20.8736 -0.3 0.7 -0.1
H 0.4803 -22.9485 -21.9884 0.3 -0.2 -0.4
H -0.4310 -21.6273 -22.6774 -0.1 0.2 0.4
H 1.3712 -20.0313 -22.1515 0.0 0.1 0.4
H 3.6563 -20.9629 -21.5246 0.0 0.0 -0.2
H 2.8245 -22.5422 -21.3266 0.4 -0.3 0.1
H 3.4179 -20.9150 -18.0305 -0.4 0.3 -0.2
H 4.3969 -21.6719 -19.2626 0.2 0.4 -0.6
H 3.0462 -22.5282 -18.6586 0.2 -0.4 0.7
H 2.4323 -22.3612 -23.5633 -0.2 -0.2 0.4
H 2.7171 -20.7780 -23.7935 0.0 0.0 0.0
C -4.8922 -6.0828 -19.2779 -1.2 -0.3 -0.4
C -4.5132 -7.5055 -18.8726 1.4 -0.2 -1.1
C -4.3433 -8.4059 -20.1276 -1.5 1.2 -0.2
O -5.6952 -8.5709 -20.6733 1.1 -0.7 0.8
C -5.7948 -8.3525 -22.0444 0.0 1.0 -0.6
N -3.2358 -7.3851 -18.1964 0.4 -0.3 1.1
H -4.1961 -5.5896 -19.9565 0.5 -0.3 0.1
H -5.0483 -5.4015 -18.4415 0.0 -0.3 0.2
H -5.8199 -6.1524 -19.8459 -0.2 0.2 0.1
H -5.2801 -7.9969 -18.2737 0.1 0.4 0.4
H -3.8167 -9.3504 -19.9907 -0.5 -0.3 0.5
H -3.6620 -7.8511 -20.7727 -0.3 0.2 -0.7
H -5.0558 -8.9197 -22.6103 0.0 0.0 -0.2
H -5.7116 -7.2803 -22.2219 0.7 0.3 -0.3
H -6.7880 -8.5055 -22.4664 -0.2 -0.9 0.6
H -2.8170 -8.2596 -17.9137 -0.2 -0.2 0.1
H -2.5284 -6.9042 -18.7334 -0.2 0.2 -0.2
C -1.7624 -20.7114 -15.7391 1.3 -0.1 -1.0
C -2.6896 -19.5708 -15.4539 0.3 1.1 -0.7
C -2.9440 -18.6860 -16.7662 1.3 -1.7 0.8
O -3.6839 -17.5827 -16.4465 -1.0 2.2 1.1
C -3.6386 -16.3960 -17.2705 -0.6 -1.2 0.4
N -3.8567 -20.0789 -14.8115 -1.1 -0.3 -0.4
H -2.1089 -21.4326 -16.4794 -0.7 -0.1 0.2
H -1.4007 -21.2522 -14.8645 -0.3 0.1 0.1
H -0.8906 -20.3198 -16.2632 0.4 0.1 0.2
H -2.2246 -18.9266 -14.7077 0.3 0.4 -0.2
H -3.4441 -19.2884 -17.5246 -0.2 -0.3 -0.2
H -1.9430 -18.4740 -17.1418 0.2 0.4 -0.2
H -4.3978 -15.6747 -16.9684 -0.3 -0.5 0.5
H -3.9429 -16.7342 -18.2611 0.7 0.5 -0.5
H -2.7180 -15.8270 -17.1410 0.5 -0.5 -0.6
H -4.5907 -19.4005 -14.9568 -0.4 0.3 0.4
H -4.1354 -20.8562 -15.3931 -0.4 -0.5 0.1
C -10.8088 -10.4389 -17.8328 0.3 -0.2 -1.7
C -12.2480 -10.4156 -18.5403 1.3 -1.2 0.0
C -12.3225 -10.9384 -20.0235 0.3 0.0 -0.5
O -13.5103 -10.5213 -20.7255 0.4 0.7 0.5
C -13.4351 -10.7677 -22.1281 0.3 -0.2 0.9
N -13.0869 -11.2212 -17.6541 -1.2 0.1 0.1
H -10.0276 -9.8249 -18.2810 -0.5 0.9 -0.4
H -10.2723 -11.3727 -18.0010 -0.6 -0.7 0.4
H -10.7882 -10.1925 -16.7712 -0.7 -0.2 -0.1
H -12.5571 -9.3711 -18.5811 -0.4 -0.1 0.2
H -12.3011 -12.0185 -20.1685 0.0 -0.5 0.9
H -11.4300 -10.6604 -20.5840 0.2 0.8 -0.1
H -13.4769 -11.8425 -22.3043 -0.2 -0.2 -0.2
H -12.4707 -10.4311 -22.5087 0.0 0.3 -0.2
H -14.2600 -10.2526 -22.6204 0.1 -0.1 0.1
H -12.9440 -12.2144 -17.7692 1.1 -0.3 0.0
H -14.0426 -11.2313 -17.9807 -0.5 0.9 -0.1
C -11.1894 -23.4333 -11.7715 0.0 1.3 0.0
C -10.5953 -22.0889 -12.2390 1.7 0.2 -0.5
C -9.5374 -21.4417 -11.2950 -0.5 0.1 0.4
O -9.0805 -20.1995 -11.8238 -1.1 0.5 0.6
C -8.3471 -19.3708 -10.8904 1.1 -1.2 -1.7
N -9.9600 -22.3177 -13.5727 -0.4 0.2 0.5
H -10.4052 -24.1720 -11.6056 -0.1 -0.1 -0.1
H -11.8832 -23.7292 -12.5583 0.2 -0.3 0.1
H -11.7567 -23.2978 -10.8506 0.0 -0.1 0.1
H -11.3457 -21.3117 -12.3839 -0.3 -0.2 0.0
H -8.6753 -22.0847 -11.1178 0.2 -0.4 -0.2
H -9.9798 -21.2657 -10.3145 -0.2 0.0 0.3
H -7.4055 -19.9177 -10.8421 0.5 0.4 0.7
H -8.6987 -19.1761 -9.8772 -0.8 -0.3 -0.2
H -8.1460 -18.4453 -11.4300 -0.2 0.0 0.2
H -9.1376 -22.8816 -13.4119 0.1 -0.5 0.0
H -9.5501 -21.4425 -13.8660 -0.1 0.4 -0.2
```
Positions in Å, forces in eV/Å.

## Properties
LUMO (eV): -0.03
Charge: 0
Energy relative to the best compared isomer or geometry (same formula, charge and spin) (kJ/mol): 815.0
DFT total energy (eV): -110082.1511

Results of the Löwdin charge analysis, in e, for atoms 1 through 4: -0.049 -0.444 -0.236 -0.178